Entry 1:
DFT (the ωB97M-V functional and the def2-TZVPD basis) results for a cluster of 2 separate species, C4H8N2OSi in total in a non-equilibrium geometry.

The geometry in XYZ format:
```
16
Properties=species:S:1:pos:R:3:forces:R:3:nbo_charge:R:1
C -3.22399 -0.14942 -0.20861 2.2 0.4 0.2 -0.108
C -2.64117 0.99678 0.16963 -0.1 2.8 1.1 -0.117
C -1.13299 -0.53372 0.11197 1.4 -1.6 -1.1 0.354
C 1.37484 -1.54241 0.04670 -2.8 0.0 -1.3 0.058
N -2.21769 -1.10230 -0.28845 -0.2 -1.0 0.0 -0.545
N -1.25819 0.78887 0.31591 1.5 1.4 1.6 -0.625
O 1.86331 -0.44858 0.53916 1.1 0.1 0.6 -0.818
Si 3.02487 0.55260 -0.09332 -1.0 -0.7 -2.0 1.202
H -4.23192 -0.21270 -0.47992 -1.2 -0.8 -0.3 0.207
H -3.13214 1.92507 0.49851 0.5 -0.4 -0.5 0.207
H 1.11394 -2.38564 0.57401 -0.4 -1.1 2.6 0.165
H 1.41470 -1.90977 -0.94276 0.6 0.9 -1.7 0.158
H -0.44344 1.39758 0.75544 -2.9 -1.7 -1.3 0.433
H 2.43914 1.45646 -1.04673 -0.5 0.5 -0.7 -0.222
H 3.96916 -0.15793 -0.99061 0.4 -0.1 0.8 -0.165
H 3.08158 1.32511 1.03905 1.4 1.3 1.9 -0.184
```
Forces are in eV/Å.

Summary:
Total charge = 0
Orbital gap (spin up / spin down) = 8.63 / 7.46 eV
Energy relative to the best compared isomer or geometry (same formula, charge and spin) = 4.440 eV
Lowest unoccupied orbital energy (spin up / spin down) = 0.21 / -0.27 eV
Highest occupied orbital energy (spin up / spin down) = -8.43 / -7.73 eV

Entry 2:
DFT (the ωB97M-V functional and the def2-TZVPD basis) results for the ion C8H11N4 with charge +1 in a non-equilibrium geometry.

The geometry in XYZ format:
```
23
Properties=species:S:1:pos:R:3:forces:R:3:nbo_charge:R:1
C 3.25503 1.70460 -0.30613 0.8 -1.4 0.9 -0.669
C 1.97618 0.99500 -0.09244 -0.8 -0.1 -1.1 0.341
C 1.90418 -0.38880 -0.36548 2.8 1.0 1.0 -0.274
C 0.70373 -1.01034 -0.30440 0.7 0.5 -0.5 0.283
C 0.66042 -2.39591 -0.60924 -0.2 -3.7 -0.7 -0.678
N -0.35722 -0.22495 -0.18841 -3.9 -1.9 -0.4 -0.219
N -1.99121 -0.66939 -0.28178 3.6 1.3 0.5 -0.162
C -2.47542 0.49718 -0.01676 2.2 -1.9 -1.7 0.408
C -3.87506 0.70628 0.18961 -0.5 1.3 0.7 -0.687
N -1.56710 1.58626 0.12148 0.8 -3.8 -5.5 -0.535
C -0.27207 1.06720 0.03298 0.2 1.0 0.9 0.568
N 0.85778 1.72673 0.17668 0.1 -0.5 -0.6 -0.414
H 3.18624 2.57481 -0.88726 -0.5 1.0 -1.3 0.265
H 4.03007 1.00911 -0.67834 -0.4 0.5 0.1 0.235
H 3.59082 2.10620 0.62561 0.4 0.1 1.0 0.263
H 2.88753 -0.97760 -0.51210 -2.0 1.0 0.1 0.262
H 0.97504 -3.11584 0.21344 -0.5 1.2 -0.6 0.281
H 1.42828 -2.57926 -1.40995 -1.0 0.0 0.6 0.263
H -0.34635 -2.68134 -0.95428 0.5 -0.2 0.1 0.264
H -3.79725 1.58734 0.80591 -1.2 0.1 1.3 0.240
H -4.56017 -0.07754 0.43538 0.4 -0.7 1.0 0.285
H -4.39128 1.13885 -0.60244 -0.3 0.8 -2.3 0.281
H -1.85982 1.88393 0.91891 -1.2 4.2 6.4 0.399
```
Forces are in eV/Å.

Summary:
Total charge = +1
SMILES = Cc1cc(C)[n+]2nc(C)[nH]c2n1
Orbital gap = 10.40 eV
Energy relative to the best compared isomer or geometry (same formula, charge and spin) = 1.800 eV
Lowest unoccupied orbital energy = -3.94 eV
Highest occupied orbital energy = -14.34 eV

Entry 3:
DFT (the ωB97M-V functional and the def2-TZVPD basis) results for a structure of composition C36H50BrN3OP2V in a non-equilibrium geometry.

The geometry in XYZ format:
```
94
Properties=species:S:1:pos:R:3:forces:R:3:lowdin_spin:R:1
C -0.54119 6.91364 -4.95163 -0.1 0.0 -0.2 0.000
C -0.73583 5.53631 -5.19561 0.0 0.4 -0.4 0.000
C -1.02464 5.15505 -6.52606 -0.1 0.3 0.0 0.000
C -1.12431 6.14570 -7.51667 0.2 -0.2 0.8 0.000
N -0.94422 7.43965 -7.25749 -0.1 0.2 -0.2 0.000
C -0.66206 7.82372 -6.01397 0.0 -0.8 0.2 0.000
C -0.65219 4.56354 -4.11656 0.0 -0.5 0.4 0.002
C -0.60040 3.74523 -3.21637 -0.4 1.6 -1.5 0.000
C -0.51697 2.74652 -2.22013 0.3 -0.2 -0.2 0.005
C 0.56289 2.80452 -1.32081 0.0 0.1 0.3 0.006
C 0.83343 1.68444 -0.53548 -0.7 -0.4 -2.1 0.004
C 0.13590 0.48297 -0.92900 -0.9 1.3 4.1 -0.076
C -1.16128 0.54998 -1.43667 0.7 1.2 -2.0 0.005
C -1.43514 1.68012 -2.22519 -0.1 -0.3 0.1 0.000
V 0.07228 0.07502 0.99127 0.1 -1.5 1.1 2.051
P 2.03734 -1.29043 0.23015 0.7 0.2 0.1 -0.018
H -1.18354 4.11652 -6.81606 0.1 0.2 0.3 0.000
H -0.30678 7.30178 -3.96065 -0.1 -0.3 -0.2 0.000
H -1.35901 5.88541 -8.55073 0.1 0.0 0.3 0.000
H -0.52881 8.89491 -5.85205 0.0 -0.3 0.0 0.000
H -2.30118 1.71889 -2.89896 0.3 0.2 0.5 0.000
H 1.20681 3.69145 -1.31011 -0.4 -0.3 0.1 0.000
H -1.88249 -0.25207 -1.32372 0.2 -0.1 -0.2 0.000
H 1.62661 1.73746 0.22551 0.1 -0.3 -0.3 0.002
C 2.45146 -2.93073 0.94887 -0.3 -0.2 0.3 -0.005
C 3.36450 -3.86373 0.14253 0.2 -0.2 -0.1 -0.002
H 1.47930 -3.41793 1.10993 0.2 0.0 0.1 0.000
H 2.87449 -2.74922 1.94823 -0.1 0.0 -0.2 0.000
H 3.55105 -4.78048 0.72149 -0.1 0.3 -0.1 -0.001
H 2.90051 -4.17746 -0.80127 0.1 0.1 0.2 0.000
H 4.34667 -3.42949 -0.08882 -0.4 -0.1 0.1 0.000
C 1.88896 -1.61548 -1.58430 -0.6 -0.2 -0.2 -0.002
C 2.85678 -0.88302 -2.50510 0.2 0.0 -0.3 0.000
H 0.86654 -1.27191 -1.82583 0.5 -0.4 0.0 -0.001
H 1.89258 -2.69787 -1.76929 0.3 0.2 0.1 0.000
H 2.58051 -1.08804 -3.54881 0.1 0.1 0.2 0.000
H 2.79397 0.20335 -2.36809 0.0 -0.2 0.0 0.000
H 3.90278 -1.19269 -2.38584 -0.3 0.1 0.1 0.000
C 3.56212 -0.27712 0.49915 -0.2 0.1 -0.1 0.001
C 4.92841 -0.94682 0.40167 0.5 0.1 0.0 -0.001
H 3.44290 0.16098 1.50312 0.0 -0.1 -0.3 0.001
H 3.50030 0.56021 -0.20932 0.0 -0.1 0.2 0.000
H 5.70100 -0.18140 0.54899 -0.1 -0.2 0.0 0.000
H 5.08392 -1.70649 1.17480 -0.1 0.1 -0.2 0.000
H 5.12076 -1.39963 -0.57698 -0.1 0.1 0.2 0.000
Br -1.16526 -2.03834 0.96703 0.1 0.3 0.1 0.016
P -2.46330 -3.68092 -2.96566 1.3 2.2 1.5 0.601
C -0.63849 -3.84628 -2.84620 0.2 -0.7 -0.7 0.089
C -0.19796 -5.29798 -3.08297 0.2 -0.3 0.0 0.015
H -0.31244 -3.48522 -1.85803 -0.4 0.0 -0.2 0.014
H -0.19841 -3.18852 -3.61339 -0.3 -0.2 0.2 0.001
H 0.86811 -5.35309 -3.33385 -0.2 0.1 0.1 0.000
H -0.36442 -5.91625 -2.19397 0.0 0.1 -0.2 0.000
H -0.75599 -5.74895 -3.91223 0.2 0.1 0.1 0.005
C -3.06860 -3.56873 -1.25449 -0.4 -1.2 0.4 0.102
C -4.48656 -4.08672 -0.99415 -0.2 -0.1 0.1 0.011
H -2.96598 -2.52859 -0.90424 0.2 -0.2 -0.5 0.019
H -2.35528 -4.18536 -0.68304 -0.2 0.2 -0.1 0.001
H -4.63183 -4.20059 0.08644 0.0 0.1 -0.3 0.000
H -5.26033 -3.40671 -1.36405 0.2 -0.1 0.0 0.000
H -4.62902 -5.06550 -1.46005 -0.1 0.1 0.1 0.003
C -2.71344 -2.01408 -3.64236 -0.9 -0.1 -0.8 0.084
C -2.96693 -2.06302 -5.15910 0.0 0.2 -0.4 0.016
H -1.84747 -1.38106 -3.40405 -0.1 -0.3 0.1 0.014
H -3.59727 -1.60585 -3.13137 0.2 -0.1 -0.1 0.001
H -3.37839 -1.10748 -5.51110 0.2 -0.3 0.1 0.000
H -2.04342 -2.25895 -5.71976 -0.2 0.0 0.2 0.000
H -3.68782 -2.85196 -5.41453 0.1 0.3 0.0 0.005
C 0.85958 1.17331 7.50277 0.0 0.0 0.6 0.000
N 1.01908 1.23175 6.06131 1.1 -0.1 0.2 0.001
N -0.00617 1.13207 5.18522 -0.5 -0.3 -1.7 0.001
C 0.48659 1.01112 3.90025 1.5 0.2 1.9 0.004
O -0.26096 0.75985 2.91287 0.0 0.1 -1.8 0.018
C 1.90866 1.13128 4.03013 -1.1 -0.4 -0.3 0.003
C 2.18939 1.19197 5.37995 -0.7 0.2 0.0 0.000
C 3.48368 1.15277 6.08763 0.8 0.1 0.2 0.000
C -1.37232 1.05843 5.56270 -0.9 0.0 -0.2 0.000
C -1.87466 1.99726 6.46416 0.0 -0.2 0.0 0.000
C -3.18713 1.88019 6.90838 -0.3 -0.3 -0.3 0.000
C -4.01498 0.87523 6.38013 0.2 0.0 0.1 0.000
C -3.52180 -0.01818 5.41902 0.1 0.3 0.0 0.000
C -2.20072 0.08429 4.97843 0.2 0.2 0.5 0.000
H -0.14524 0.84057 7.77082 0.3 0.0 -0.2 0.000
H 1.03695 2.15030 7.96482 -0.1 -0.1 -0.2 0.000
H 1.57494 0.46610 7.92970 -0.1 0.1 -0.2 0.000
H 2.58369 1.05908 3.19379 0.2 0.1 0.2 0.001
H 3.69212 2.07511 6.65180 -0.2 -0.3 -0.2 0.000
H 3.53529 0.30924 6.79441 -0.1 0.3 -0.2 0.000
H 4.29397 1.02199 5.35925 -0.2 0.1 0.2 0.000
H -1.23281 2.81145 6.80080 -0.2 -0.2 0.0 0.000
H -3.56168 2.57729 7.65870 0.0 -0.2 -0.3 0.000
H -5.05728 0.79494 6.70582 0.5 0.0 -0.1 0.000
H -4.16130 -0.79942 4.99772 0.2 0.4 0.2 0.000
H -1.81110 -0.55322 4.18647 -0.1 0.0 0.4 0.000
```
Forces are in eV/Å.

Summary:
Total charge = +2
Orbital gap (spin up / spin down) = 7.22 / 4.07 eV
Energy relative to the best compared isomer or geometry (same formula, charge and spin) = 0.000 eV
Lowest unoccupied orbital energy (spin up / spin down) = -5.40 / -8.59 eV
2S+1 = 4
Highest occupied orbital energy (spin up / spin down) = -12.62 / -12.67 eV